{"formula": "C10H16Cl3IOV", "method": "the ωB97M-V functional and the def2-TZVPD basis", "e_tot_ev": -84038.513, "charge": -2, "largest_force_ev_per_a": 3.22, "multiplicity": 2, "molar_mass_g_mol": 436.4, "s_squared": 0.77, "elements": ["I", "V", "Cl", "Cl", "Cl", "O", "C", "C", "C", "C", "C", "C", "C", "C", "C", "C", "H", "H", "H", "H", "H", "H", "H", "H", "H", "H", "H", "H", "H", "H", "H", "H"], "coordinates": [[5.092, -1.342, -0.446], [1.197, -0.138, -0.257], [2.656, 0.457, 1.361], [2.367, 4.170, -0.886], [2.059, 0.899, -2.026], [1.671, -1.873, -0.665], [-0.405, -1.241, 2.513], [-0.425, 1.903, 2.004], [-0.674, 1.096, -0.432], [-0.456, 0.861, 0.954], [-0.771, -1.210, -0.036], [-0.459, -0.564, 1.198], [-1.054, -0.469, -2.521], [-0.837, -0.196, -1.072], [-0.786, 2.436, -1.069], [-0.889, -2.682, -0.204], [0.339, -0.773, 3.156], [-1.744, 2.897, -0.811], [-0.716, 2.353, -2.156], [2.677, -1.889, -0.746], [-0.157, -2.291, 2.377], [-0.538, -3.013, -1.191], [0.034, 1.525, 2.922], [-2.121, -0.408, -2.799], [-1.930, -3.006, -0.078], [-0.688, -1.481, -2.757], [-1.364, -1.205, 3.036], [0.036, 3.092, -0.743], [-0.493, 0.252, -3.135], [0.116, 2.794, 1.666], [-0.294, -3.172, 0.576], [-1.444, 2.217, 2.267]], "atomic_forces_ev_per_a": [[0.382, -0.527, -0.210], [2.775, -1.570, -0.437], [-0.689, 0.214, -0.139], [-0.245, 0.399, 0.131], [-0.154, 0.009, 0.237], [-0.142, 1.380, 0.504], [0.275, -0.024, 0.315], [0.356, 0.468, 0.353], [-0.503, -1.267, 0.103], [-0.494, -1.046, -0.382], [-0.033, 1.142, -0.274], [-1.232, 0.756, -1.045], [0.027, 0.004, -0.378], [-0.445, -0.057, 1.232], [0.413, 0.130, -0.130], [-0.043, -0.265, -0.005], [0.131, -0.096, 0.030], [-0.053, -0.012, 0.036], [0.012, 0.049, 0.134], [-0.469, 0.232, 0.102], [0.174, -0.021, 0.160], [0.016, 0.075, 0.369], [0.110, 0.116, -0.172], [0.259, -0.029, 0.120], [0.026, 0.084, -0.046], [-0.113, 0.372, -0.062], [-0.114, 0.101, -0.064], [-0.080, -0.010, -0.182], [-0.153, -0.290, 0.188], [0.050, -0.162, 0.102], [-0.047, -0.058, -0.441], [0.003, -0.096, -0.150]]}